Entry 1:
DFT (ωB97M-V/def2-TZVPD) results for 6 unconnected molecules or ions with the total composition C30H73FN6O3 in a non-equilibrium geometry.

Structure (ORCA input):
```
! wB97M-V def2-TZVPD RIJCOSX def2/J DEFGRID3
* xyz 4 1
F -13.1923 16.0620 -13.1961
C -10.8014 14.4302 -10.7852
C -10.6355 13.3146 -9.7811
N -10.6095 11.9997 -10.3761
C -10.9544 11.5617 -11.6808
C -10.9710 10.1598 -11.6762
N -10.7326 9.7144 -10.3791
C -10.5424 10.8498 -9.6430
C -10.9357 8.3514 -9.7638
H -11.7901 14.3095 -11.2280
H -10.0866 14.2964 -11.5972
H -10.6057 15.3405 -10.2185
H -11.2819 13.4589 -8.9154
H -9.6538 13.5152 -9.3517
H -11.1427 12.2406 -12.4994
H -11.2585 9.5030 -12.4839
H -10.4930 10.9404 -8.5679
H -11.0886 8.3712 -8.6848
H -10.0071 7.8900 -10.1000
H -11.7358 7.8248 -10.2841
C -18.8681 15.7356 -13.8269
C -18.0588 16.0181 -15.1150
C -16.7172 16.6933 -14.7156
C -15.8592 17.1313 -15.9743
N -15.6037 18.7045 -16.0358
C -14.9581 19.1218 -17.4729
C -13.4740 19.1132 -17.2940
C -13.3659 19.6767 -15.8470
C -14.5068 19.0697 -15.0132
C -16.8975 19.5640 -15.7110
H -18.3985 15.0895 -13.0852
H -19.8508 15.3769 -14.1330
H -19.2228 16.6499 -13.3510
H -18.6457 16.7563 -15.6615
H -17.7949 15.1021 -15.6436
H -16.1197 15.9408 -14.2009
H -16.8862 17.4974 -13.9994
H -16.4512 16.9095 -16.8622
H -14.8801 16.6538 -16.0108
H -15.4159 20.0576 -17.7933
H -15.2152 18.3899 -18.2386
H -12.9082 19.7350 -17.9879
H -13.1771 18.0777 -17.4601
H -13.2966 20.7624 -15.7796
H -12.5080 19.3301 -15.2709
H -14.8050 19.8316 -14.2930
H -14.3014 18.0762 -14.6146
H -17.7350 19.1355 -16.2615
H -16.7421 20.5880 -16.0507
H -16.9828 19.4791 -14.6277
C -10.6501 15.5644 -18.8105
N -9.5521 15.1635 -17.8674
C -9.6289 13.6013 -17.6236
C -8.1692 15.4435 -18.5220
C -9.6178 15.9481 -16.4746
C -10.8943 15.6939 -15.7001
O -10.9577 16.7209 -14.8234
H -10.5105 15.1227 -19.7972
H -10.6648 16.6162 -19.0959
H -11.5935 15.3458 -18.3100
H -9.6858 13.1080 -18.5940
H -10.5875 13.4063 -17.1428
H -8.7966 13.3576 -16.9634
H -8.2363 16.4396 -18.9594
H -8.1686 14.7355 -19.3508
H -7.3348 15.4349 -17.8208
H -9.4897 16.9708 -16.8291
H -8.7349 15.7966 -15.8536
H -10.5901 14.9136 -15.0024
H -11.8838 15.4978 -16.1130
H -11.6343 16.5490 -14.1643
C -15.1138 13.3853 -15.8674
N -14.7509 11.9911 -15.9725
C -16.0490 11.1334 -16.2572
C -13.7468 11.7739 -17.1965
C -14.0323 11.4668 -14.6724
C -13.7049 12.5191 -13.6047
O -12.9308 13.5144 -14.1834
H -15.3950 13.7325 -14.8732
H -15.8430 13.6588 -16.6300
H -14.2034 13.9109 -16.1555
H -15.6339 10.1363 -16.4041
H -16.6355 11.4286 -17.1272
H -16.7432 11.3604 -15.4481
H -13.4366 10.7380 -17.3333
H -12.7631 12.2147 -17.0348
H -14.2511 12.0460 -18.1237
H -13.0922 10.9591 -14.8882
H -14.6784 10.7328 -14.1907
H -13.2824 12.0416 -12.7207
H -14.5706 13.0077 -13.1574
H -13.0040 14.2961 -13.6310
C -16.2617 14.3457 -8.5393
N -16.3183 15.8150 -8.9913
C -17.5671 16.3716 -8.3417
C -15.1297 16.6277 -8.4970
C -16.3851 15.9831 -10.5706
C -15.6021 14.9446 -11.4794
O -14.3008 14.9340 -11.0317
H -15.2854 13.9698 -8.8453
H -17.0168 13.7453 -9.0465
H -16.3261 14.3827 -7.4518
H -17.5144 16.4406 -7.2552
H -18.3680 15.6681 -8.5692
H -17.7018 17.3942 -8.6943
H -15.3816 17.6882 -8.5053
H -14.2808 16.3745 -9.1320
H -14.8465 16.3169 -7.4913
H -16.1283 16.9620 -10.9755
H -17.4177 15.6519 -10.6806
H -15.5625 15.0206 -12.5660
H -16.0197 13.9674 -11.2368
H -13.8218 15.4169 -11.7091
*
```

Values from the calculation:
**Energy relative to the best compared isomer or geometry (same formula, charge and spin)**: 215.0 kJ/mol
**M**: 584.95 g/mol
**Strongest force on any atom**: 4.34 eV/Å
**Frontier orbital gap**: 0.381 Ha

Mulliken atomic charge list, values in e, 5 entries: atom 1 (F): -0.855, atom 2 (C): -1.081, atom 3 (C): -0.403, atom 4 (N): 0.260, atom 5 (C): -0.488

Entry 2:
DFT (ωB97M-V/def2-TZVPD) results for a molecular structure, C30H74Cl4F3K2N9O7P3 in a non-equilibrium geometry.

Structure (ORCA input):
```
! wB97M-V def2-TZVPD RIJCOSX def2/J DEFGRID3
* xyz 2 2
K -1.9924 2.2519 1.6613
K -5.0895 -0.5202 -0.5923
C -1.6131 0.1344 -1.1977
O -0.6386 0.2290 -0.1433
O -2.4877 1.1941 -1.0613
C -0.9406 -0.0621 -2.5926
F 0.3876 0.2814 -2.5372
F -0.8291 -1.3271 -2.8537
F -1.4823 0.5180 -3.6412
C 0.2333 -0.8940 0.2337
C 0.6914 -0.6408 1.6795
H 1.3679 -1.3643 2.1345
H 1.1484 0.3487 1.6749
H -0.2566 -0.7544 2.2053
H 1.1023 -0.9996 -0.4158
H -0.3095 -1.8376 0.2887
H -2.1473 -0.7985 -1.0172
Cl -0.0129 -4.1058 2.6362
C 1.2958 -5.2280 1.9600
C 1.9664 -4.6126 0.7083
Cl 3.2374 -3.4366 1.1359
H 0.7720 -6.1356 1.6600
H 1.9980 -5.3718 2.7812
H 1.2682 -4.1911 -0.0149
H 2.2456 -5.4380 0.0534
Cl -1.2803 -1.1060 -7.6372
C -0.8602 -1.8018 -6.0336
C 0.5686 -2.3667 -5.8629
Cl 1.8517 -1.2559 -6.4714
H -1.4369 -2.7197 -5.9196
H -1.1164 -1.0016 -5.3392
H 0.6875 -3.3180 -6.3815
H 0.7856 -2.6259 -4.8266
O 7.3161 2.5465 2.9317
P 6.3670 1.6058 3.5160
N 4.7229 2.0411 3.3188
C 3.6366 1.0028 3.5420
C 4.3411 3.4783 3.3969
N 6.5615 1.1672 5.2016
C 5.5145 0.5426 6.0702
C 7.4715 1.9959 5.9953
N 6.5103 0.0650 2.7920
C 5.7130 -0.3545 1.6133
C 7.6562 -0.8065 3.0665
H 4.0624 0.0068 3.4204
H 2.8339 1.1612 2.8218
H 3.1824 1.0266 4.5325
H 3.9927 3.7232 4.4002
H 3.5499 3.6555 2.6685
H 5.1735 4.0522 2.9896
H 6.0767 0.1796 6.9306
H 4.7045 1.2229 6.3334
H 5.1729 -0.3703 5.5821
H 7.0992 2.8812 6.5109
H 7.9346 1.3726 6.7603
H 8.3259 2.2480 5.3672
H 4.9268 0.3379 1.3123
H 6.4224 -0.6276 0.8322
H 5.1815 -1.2461 1.9460
H 8.4644 -0.3417 2.5019
H 7.4985 -1.7636 2.5694
H 7.7392 -0.7573 4.1522
O -4.9513 -2.9879 -2.2995
P -4.5055 -4.3853 -2.0888
N -4.7937 -5.5394 -3.3205
C -6.1453 -5.4596 -3.9278
C -4.2760 -6.9202 -3.2726
N -5.1157 -5.0799 -0.6606
C -4.7831 -6.3757 -0.0378
C -6.2938 -4.4534 -0.0448
N -2.7453 -4.4842 -1.8432
C -2.1372 -4.2346 -0.4692
C -1.8046 -4.7304 -2.9504
H -6.0610 -5.3066 -5.0037
H -6.7296 -4.6394 -3.5106
H -6.7045 -6.3890 -3.8204
H -4.1110 -7.1922 -4.3151
H -5.1039 -7.5853 -3.0271
H -3.3942 -7.0102 -2.6382
H -5.5741 -7.1099 0.1152
H -3.9941 -6.8552 -0.6172
H -4.3020 -6.1524 0.9144
H -6.0803 -3.5621 0.5452
H -6.7115 -4.1321 -0.9989
H -7.0829 -5.0841 0.3646
H -2.1110 -3.1615 -0.2797
H -2.5407 -4.7879 0.3789
H -1.1239 -4.6333 -0.4229
H -2.1812 -4.7845 -3.9718
H -1.3185 -5.6701 -2.6881
H -1.0042 -3.9928 -2.8921
O -3.6367 5.5660 -3.2034
P -2.1437 5.6319 -3.0016
N -1.5120 6.6154 -4.2652
C -0.1122 6.6662 -4.7772
C -2.3775 7.6942 -4.8311
N -1.4320 4.1606 -3.2158
C -1.9407 3.4077 -4.3731
C -0.3833 3.5802 -2.3674
N -1.6045 6.2719 -1.4951
C -2.4944 6.8847 -0.4499
C -0.2426 6.7446 -1.3656
H 0.0809 7.2454 -5.6801
H 0.1661 5.6666 -5.1112
H 0.5817 7.0114 -4.0107
H -2.9716 7.3364 -5.6720
H -1.8297 8.6140 -5.0362
H -3.1731 7.9466 -4.1301
H -1.0797 2.9805 -4.8872
H -2.4818 2.5455 -3.9834
H -2.3414 3.9335 -5.2399
H -0.2934 2.4983 -2.4649
H 0.5903 3.8106 -2.7998
H -0.5199 3.9074 -1.3367
H -2.9669 6.1704 0.2244
H -1.9329 7.4566 0.2888
H -3.1729 7.6627 -0.7997
H -0.2309 7.8339 -1.4021
H 0.4455 6.2772 -2.0699
H 0.2598 6.5160 -0.4256
O -1.4481 3.3756 5.2459
C -0.8603 2.3187 5.5774
O 0.2122 2.3019 6.3727
C 0.4197 1.0779 6.8700
C -0.0124 0.1247 5.6671
C -1.2960 0.9444 5.4234
H -0.2242 1.0629 7.7494
H 1.4789 1.0656 7.1271
H -0.2171 -0.9286 5.8591
H 0.6731 0.1809 4.8215
H -2.0456 0.8062 6.2026
H -1.5171 0.6435 4.3993
*
```

Values from the calculation:
**M**: 1042.90 g/mol
**Strongest force on any atom**: 4.95 eV/Å
**Frontier orbital gap (spin up / spin down)**: 0.220 / 0.094 Ha

Mulliken atomic charge list, values in e, 5 entries: atom 1 (K): 0.918, atom 2 (K): 0.966, atom 3 (C): 1.085, atom 4 (O): 0.022, atom 5 (O): -1.058

Entry 3:
DFT (ωB97M-V/def2-TZVPD) results for a molecular structure, C30H75F2N6O18S3Sn3 in a non-equilibrium geometry.

Structure (ORCA input):
```
! wB97M-V def2-TZVPD RIJCOSX def2/J DEFGRID3
* xyz 3 1
Sn -2.8439 22.7938 -34.6485
Sn -4.1492 17.5286 -35.4028
Sn -6.4391 21.7459 -30.5293
S -4.7999 20.3247 -33.2105
O -4.3097 19.0385 -32.6919
O -4.3875 20.3554 -34.6151
O -6.2613 20.3906 -33.0023
O -4.2056 21.4991 -32.5388
N -9.3128 21.3932 -30.2278
S -9.9885 20.7034 -31.3990
O -10.1468 21.5379 -32.5681
O -10.8813 19.6138 -31.1697
F -8.5983 19.9630 -31.9188
S -10.7256 21.6107 -29.2755
O -10.7671 20.6918 -28.1599
O -11.9574 22.0822 -29.8254
F -10.1469 22.9391 -28.5609
C -6.9143 16.4028 -37.6695
O -6.3687 17.6849 -37.4233
C -7.0489 18.7990 -36.9626
C -7.9107 18.4299 -35.7332
N -7.0985 18.0984 -34.5643
C -7.7482 17.1369 -33.6490
C -7.8051 15.6919 -34.0857
O -8.8162 15.4209 -35.0335
C -10.1926 15.5959 -34.5942
H -6.6598 15.6998 -36.8747
H -6.4137 16.0256 -38.5598
H -7.9848 16.3772 -37.8730
H -7.7575 19.2295 -37.6789
H -6.3673 19.6265 -36.7552
H -8.3575 17.4663 -35.9845
H -8.6950 19.1704 -35.5608
H -6.9644 18.9707 -34.0737
H -8.7421 17.4883 -33.3678
H -7.0847 17.2671 -32.7885
H -7.7817 15.1200 -33.1518
H -6.9291 15.3870 -34.6675
H -10.7268 15.2255 -35.4654
H -10.4205 16.5832 -34.1990
H -10.4582 14.8720 -33.8185
C 0.2008 22.9307 -37.3902
O -0.1334 22.1265 -36.2601
C 0.6963 21.0381 -36.0283
C 0.0033 20.1383 -35.0503
N -0.4870 20.7945 -33.8135
C -1.1226 19.7360 -32.9703
C -0.1067 19.1593 -31.9805
O 0.8634 20.1250 -31.6157
C 1.7062 19.7244 -30.5274
H 0.2761 22.4023 -38.3425
H 1.1917 23.3177 -37.1347
H -0.4176 23.8073 -37.5785
H 1.7033 21.2458 -35.6446
H 0.9081 20.5008 -36.9595
H 0.5811 19.2213 -34.9029
H -0.9391 19.7865 -35.4849
H 0.1672 21.1707 -33.1286
H -1.5001 18.8709 -33.5132
H -1.9009 20.3033 -32.4601
H 0.3066 18.2033 -32.3241
H -0.6688 18.7405 -31.1366
H 1.1497 19.2905 -29.6961
H 2.2134 20.6303 -30.2026
H 2.4605 19.0268 -30.8937
C -3.6106 16.5628 -39.0246
O -4.1120 15.8837 -37.8736
C -3.7138 14.5335 -37.7784
C -4.3964 14.0305 -36.5388
N -4.0451 14.8349 -35.3717
C -4.7707 14.2759 -34.2091
C -4.3165 14.8012 -32.8311
O -4.4926 16.2083 -32.9626
C -3.9701 17.0887 -31.9468
H -2.9894 17.4422 -38.8444
H -4.4835 16.8478 -39.6149
H -3.0130 15.9388 -39.6915
H -2.6447 14.4847 -37.5385
H -3.9835 14.0476 -38.7153
H -4.1518 12.9717 -36.4109
H -5.4594 14.0283 -36.7948
H -3.0424 14.7578 -35.2245
H -4.7468 13.1829 -34.1619
H -5.8221 14.4946 -34.3949
H -3.3295 14.4247 -32.5420
H -4.9683 14.4093 -32.0457
H -4.3111 18.0532 -32.3171
H -2.9047 16.8988 -32.1194
H -4.2215 16.9002 -30.9026
C -6.5589 22.4476 -36.0912
O -5.7295 23.4992 -35.6505
C -6.1403 24.7305 -36.2432
C -5.0754 25.8040 -36.0572
N -3.6859 25.5275 -36.3384
C -2.8852 26.7061 -35.8984
C -1.3902 26.5360 -35.9016
O -1.1896 25.5274 -34.9331
C 0.1413 25.2861 -34.4967
H -7.6410 22.5653 -35.9889
H -6.4219 21.5241 -35.5258
H -6.2994 22.2147 -37.1281
H -7.0090 25.1432 -35.7306
H -6.2623 24.5794 -37.3179
H -5.0739 26.1030 -35.0059
H -5.4539 26.6388 -36.6577
H -3.4991 25.5034 -37.3377
H -3.2359 26.9820 -34.9017
H -3.0841 27.6465 -36.4268
H -0.8832 27.4861 -35.7244
H -1.0242 26.1440 -36.8571
H 0.2022 24.7000 -33.5792
H 0.5450 26.2466 -34.1609
H 0.8220 24.8848 -35.2489
C -8.1002 18.3277 -28.9713
O -6.9713 19.1178 -28.6521
C -5.8305 18.5194 -28.0494
C -4.6935 18.5947 -29.1004
N -3.9467 19.8656 -28.9711
C -2.8279 19.9099 -29.9209
C -1.9816 21.1545 -29.7373
O -1.5416 21.2604 -28.3999
C -0.8610 22.4297 -28.0523
H -8.7977 18.9212 -29.5614
H -8.6334 18.1678 -28.0325
H -7.9929 17.4462 -29.6084
H -5.9532 17.5225 -27.6232
H -5.7168 19.1367 -27.1562
H -5.1778 18.7083 -30.0728
H -4.0588 17.7057 -29.1241
H -3.4692 19.8875 -28.0720
H -3.2810 20.0518 -30.9056
H -2.2803 18.9633 -29.9118
H -2.5868 22.0613 -29.8779
H -1.1210 21.2284 -30.4105
H -1.5617 23.2552 -27.9098
H -0.2047 22.7100 -28.8934
H -0.0593 22.4057 -27.3147
*
```

Values from the calculation:
**M**: 1298.28 g/mol
**Strongest force on any atom**: 10.38 eV/Å
**Frontier orbital gap**: 0.224 Ha

Mulliken atomic charge list, values in e, 5 entries: atom 1 (Sn): 1.425, atom 2 (Sn): 1.447, atom 3 (Sn): 1.598, atom 4 (S): 0.164, atom 5 (O): 0.041